(1)
The following is a DFT calculation (ωB97M-V/def2-TZVPD) of a 4-piece molecular cluster, CH10NO4 overall in a non-equilibrium geometry.

```
16
Properties=species:S:1:pos:R:3:nbo_charge:R:1
N 1.8221 1.0153 0.9002 -0.91
C 1.4662 0.6303 -0.5759 0.09
O 1.4664 -0.7365 -0.7029 -0.77
H 0.8144 0.8558 1.2162 0.40
H 2.5085 0.2464 1.2025 0.34
H 0.5175 1.2396 -0.7683 0.15
H 2.1901 1.0684 -1.3950 0.13
H -1.0211 -1.1072 1.6447 0.44
H 0.6768 -1.0802 -0.2483 0.53
O -0.8748 -0.6399 0.7867 -1.30
H -0.6244 -1.3901 -1.6891 0.45
H -1.1493 -1.6645 -0.4223 0.50
O -0.8879 -2.2008 -1.1773 -1.00
H -1.6587 0.8164 0.3559 0.51
H -3.0895 1.3297 0.4521 0.45
O -2.1564 1.6172 0.4209 -1.00
```

Values from the calculation:
**HOMO-LUMO gap**: 8.99 eV
**Relative energy (zero: lowest compared OMol25 entry of this formula, charge and spin)**: 26.7 kcal per mole
**Total energy**: -399.8228 Ha
**HOMO**: -0.1776 Ha
**Net charge**: -1


(2)
The following is a DFT calculation (ωB97M-V/def2-TZVPD) of H14NaO7 as an isolated structure.

```
22
Properties=species:S:1:pos:R:3:nbo_charge:R:1
Na 0.3105 -0.0671 -0.3400 0.96
O 2.7012 0.8482 -0.4322 -0.97
H 3.3371 0.9052 0.2938 0.50
H 2.4624 1.7658 -0.6198 0.48
O -2.2515 -0.3197 -1.7556 -0.97
H -3.1482 -0.3108 -1.3947 0.49
H -2.2218 0.4172 -2.3778 0.49
O 1.5092 1.5897 2.3975 -0.96
H 1.0858 0.7402 2.1660 0.48
H 1.6739 1.5483 3.3470 0.48
O -0.5043 -2.7714 -0.5882 -0.98
H -1.3101 -2.4388 -1.0112 0.49
H -0.5168 -3.7262 -0.7270 0.49
O 0.3196 -1.1794 2.0529 -0.98
H -0.1211 -1.0203 2.8987 0.49
H 0.5641 -2.1150 2.0753 0.50
O -1.5446 1.1864 1.0602 -0.97
H -2.3173 1.5944 0.6518 0.49
H -1.3143 1.7733 1.7949 0.49
O 0.5065 0.6163 -2.7895 -0.98
H 0.6140 -0.2403 -3.2271 0.49
H 0.1658 1.2041 -3.4749 0.49
```

Values from the calculation:
**HOMO-LUMO gap**: 11.48 eV
**Relative energy (zero: lowest compared OMol25 entry of this formula, charge and spin)**: 10.9 kcal per mole
**Total energy**: -697.2464 Ha
**HOMO**: -0.5359 Ha
**Net charge**: +1


(3)
The following is a DFT calculation (ωB97M-V/def2-TZVPD) of a 2-piece molecular cluster, C2H9NO overall in a non-equilibrium geometry.

```
13
Properties=species:S:1:pos:R:3:nbo_charge:R:1
N 0.1608 2.0497 1.4003 -0.87
C 0.0000 0.0000 0.0000 -0.62
C -0.1194 0.5547 1.4023 -0.22
H 0.0667 2.4673 2.3328 0.37
H -0.5336 2.5179 0.8076 0.37
H -0.6816 0.5108 -0.7008 0.21
H -0.2506 -1.0741 0.0145 0.22
H 1.0336 0.1152 -0.3676 0.22
H -1.1852 0.4181 1.6686 0.17
H 0.4884 0.0453 2.1746 0.19
O 2.7414 1.6431 2.1779 -0.97
H 2.7081 0.8289 2.7293 0.45
H 1.8274 1.7430 1.8275 0.48
```

Values from the calculation:
**HOMO-LUMO gap**: 10.88 eV
**Relative energy (zero: lowest compared OMol25 entry of this formula, charge and spin)**: 4.2 kcal per mole
**Total energy**: -211.5784 Ha
**HOMO**: -0.3660 Ha
**SMILES**: CCN.O


(4)
The following is a DFT calculation (ωB97M-V/def2-TZVPD) of a 2-piece molecular cluster, C4H5N5 overall in a non-equilibrium geometry.

```
14
Properties=species:S:1:pos:R:3:nbo_charge:R:1
C 0.3895 0.5715 2.1986 0.18
C 1.3949 -0.6611 -1.8032 0.18
C 0.6810 1.2013 -1.1656 0.26
C -1.6819 -0.5561 0.8646 -0.44
N 1.2443 0.6415 2.9838 -0.44
N 1.4957 0.6901 -1.9926 -0.45
N 0.5379 -1.0172 -0.8514 -0.29
N -0.0045 0.2230 -0.4362 -0.09
N -0.7745 0.5388 0.5472 -0.05
H 1.9759 -1.5260 -2.2889 0.23
H 0.4356 2.2095 -0.9695 0.22
H -2.5869 -0.2384 0.4392 0.22
H -1.4195 -1.4974 0.5130 0.22
H -1.6876 -0.5793 1.9610 0.24
```

Values from the calculation:
**HOMO-LUMO gap (alpha / beta)**: 8.73 / 8.73 eV
**Relative energy (zero: lowest compared OMol25 entry of this formula, charge and spin)**: 98.9 kcal per mole
**Total energy**: -429.0233 Ha
**HOMO (alpha / beta)**: -0.3835 / -0.3834 Ha


(5)
The following is a DFT calculation (ωB97M-V/def2-TZVPD) of one molecule with the formula H5N4PS in a non-equilibrium geometry.

```
11
Properties=species:S:1:pos:R:3:nbo_charge:R:1
N 1.3295 -2.1868 -0.3765 -0.33
N 0.7095 -1.3766 0.3326 -0.47
N -0.4132 0.9628 0.2296 -0.79
N -1.7843 0.6618 -0.2947 -0.64
P 1.2427 0.1179 0.8120 0.97
S 2.7162 0.8112 -0.5101 -0.29
H 0.7649 -3.0395 -0.5163 0.37
H -0.5847 1.5904 1.0048 0.35
H -2.1168 -0.2376 0.0414 0.34
H -1.6684 0.6006 -1.3058 0.35
H 3.4481 1.2024 0.5435 0.15
```

Values from the calculation:
**HOMO-LUMO gap (alpha / beta)**: 8.14 / 6.68 eV
**Spin multiplicity**: 3
**Relative energy (zero: lowest compared OMol25 entry of this formula, charge and spin)**: 2.5 kcal per mole
**Total energy**: -961.3894 Ha
**⟨S²⟩**: 2.010
**HOMO (alpha / beta)**: -0.2678 / -0.3143 Ha


(6)
The following is a DFT calculation (ωB97M-V/def2-TZVPD) of a 2-piece molecular cluster, C2HNO2S overall in a non-equilibrium geometry.

```
7
Properties=species:S:1:pos:R:3:nbo_charge:R:1
C 1.0373 -0.3976 1.0867 0.24
C -1.3116 0.7947 -1.8730 1.03
N 1.2662 -1.3041 1.7868 -0.65
O -1.4845 -0.2195 -2.4117 -0.52
O -1.2143 1.8522 -1.4249 -0.52
S 0.8703 0.8731 0.2167 0.00
H 0.8365 -1.5988 2.6194 0.42
```

Values from the calculation:
**HOMO-LUMO gap**: 10.37 eV
**Relative energy (zero: lowest compared OMol25 entry of this formula, charge and spin)**: 3.7 kcal per mole
**Total energy**: -680.2542 Ha
**HOMO**: -0.3584 Ha
**SMILES**: N=C=S.O=C=O


- The lowest total energy belongs to which entry?
  H5N4PS